# 1
The following is a quantum chemistry calculation of a molecular structure, C3H2I2O2 at a distorted geometry, from the Open Molecules 2025 dataset.

Energy relative to the best compared isomer or geometry (same formula, charge and spin): 27.7 kJ/mol
Calculated total energy: -861.3660 a.u.
Molar mass: 323.85 g mol⁻¹
E_LUMO: -0.3 eV

```
! RIJCOSX wB97M-V def2-TZVPD def2/J DEFGRID3
* xyz 0 1
C -0.229 -4.300 1.289
C -0.186 -0.339 -0.002
C -1.521 -0.460 0.075
O 0.685 -4.270 0.624
O -1.170 -4.118 1.893
I -2.655 -0.048 1.926
I -2.742 -0.940 -1.497
H 0.287 -0.412 -1.000
H 0.360 0.139 0.877
*
```

---

# 2
The following is a quantum chemistry calculation of 2 unconnected molecules or ions with the total composition C3H2IN3 at a distorted geometry, from the Open Molecules 2025 dataset.

Energy relative to the best compared isomer or geometry (same formula, charge and spin): 71.4 kJ/mol
Calculated total energy: -576.6370 a.u.
Molar mass: 206.97 g mol⁻¹
E_LUMO: -10.0 eV

```
! RIJCOSX wB97M-V def2-TZVPD def2/J DEFGRID3
* xyz 2 1
C -0.942 -1.081 -0.287
C -3.114 -2.121 0.141
C 2.584 1.529 0.002
N 0.064 -0.551 -0.364
N -2.134 -1.637 -0.113
N 2.304 2.656 0.055
I 3.103 -0.302 -0.090
H -4.071 -2.249 0.564
H 2.207 3.755 0.091
*
```

---

# 3
The following is a quantum chemistry calculation of a molecular structure, C3H2KO4 at a distorted geometry, from the Open Molecules 2025 dataset.

Calculated total energy: -1016.1975 a.u.
Molar mass: 141.14 g mol⁻¹
E_LUMO: -4.2 eV

```
! RIJCOSX wB97M-V def2-TZVPD def2/J DEFGRID3
* xyz 1 1
H -0.271 0.963 -2.339
C -3.679 2.873 -1.843
O -3.045 3.178 -0.916
O -4.317 2.727 -2.796
O 0.278 0.295 -2.797
C -0.022 0.211 -4.149
C 0.727 0.845 -5.044
O 1.366 1.352 -5.867
K 1.857 -1.338 -1.436
H -0.860 -0.400 -4.486
*
```